Record 1
This record from the Open Molecules 2025 dataset describes a cluster of 10 separate species, C22H66N6O16 in total at a distorted geometry. The level of theory is wB97M-V/def2-TZVPD.

Last column: Mulliken charge in e.
Positions of all 110 atoms, in Å:
O 1.639 -3.960 -3.459  -0.6111
O 2.850 1.964 1.264  0.1938
O -4.768 2.689 1.396  -0.5660
O -2.567 -3.455 2.177  -0.4660
O -1.234 0.512 -0.338  -0.4792
O 2.354 -5.579 3.904  -0.5538
O 2.593 -1.113 5.053  -0.5645
O 4.565 2.974 -4.568  -0.5253
O -0.858 -1.454 -5.833  -0.5898
O -6.053 3.344 3.994  -0.5629
O 2.911 1.059 -3.167  -0.5713
O -0.372 -0.455 4.327  -0.5037
O 1.909 -4.389 0.942  -0.3725
O 0.336 -5.759 -1.518  -0.6622
O -4.840 -4.227 0.034  -0.5421
O -1.722 4.815 1.286  -0.7519
N 0.801 3.436 2.347  -0.7626
N -1.469 0.349 -4.551  -0.2385
N -2.349 3.615 -0.525  -0.1400
N -1.295 0.550 -6.817  -0.4976
N 0.856 -1.183 -2.970  -0.2398
N -1.735 5.828 -0.743  -0.4473
C 1.204 -5.316 1.772  -0.3208
C -2.977 -2.912 0.912  0.6280
C 0.127 -1.114 -1.685  1.0485
C 2.023 -0.579 3.877  -0.5293
C 3.155 3.231 1.811  -1.1327
C 1.258 -4.961 3.240  0.2049
C 0.642 -1.075 3.534  1.1089
C -1.107 -0.270 -5.719  0.6332
C -4.238 2.446 2.705  0.1598
C -4.424 -2.957 0.494  -0.5665
C 0.965 -1.766 -0.607  -1.6158
C -0.342 -4.752 -2.265  0.8416
C 3.444 2.284 -5.167  -0.7162
C 2.224 5.486 2.439  -1.6200
C 0.332 -4.457 -3.578  -0.4896
C -1.940 4.757 0.079  0.7795
C -4.701 3.598 3.580  -0.6584
C 2.422 2.016 -4.103  0.2912
C -0.251 0.346 -1.351  -0.6221
C 3.981 1.152 1.205  -0.9543
C 1.959 4.150 1.785  0.9405
C -0.726 0.380 0.977  -0.3581
H 0.010 -0.373 5.208  0.3323
H -6.516 3.141 3.173  0.3237
H 0.181 -5.094 1.453  0.2206
H 1.499 -6.349 1.584  0.4081
H 0.485 -1.862 0.368  0.1192
H 0.669 0.894 -1.111  0.2583
H -2.489 2.743 -0.050  -0.0437
H -1.405 6.660 -0.293  0.2471
H 0.315 -5.286 3.695  0.3262
H -4.662 4.557 3.061  0.2775
H -0.043 3.974 2.167  0.3351
H 1.680 4.390 0.745  0.1763
H 1.340 -3.876 3.349  -0.3892
H 1.464 1.654 -4.480  0.0670
H 4.698 1.411 0.404  0.2925
H -2.692 -1.853 0.933  -0.3241
H 0.675 -5.356 -0.716  0.3028
H 3.615 3.162 2.804  0.4701
H 1.317 6.053 2.640  0.3940
H -0.668 0.832 -2.233  0.1184
H 0.526 -2.163 3.665  -0.3605
H 2.436 -5.226 4.793  0.3114
H 0.397 -5.369 -4.180  0.4591
H -2.007 5.796 -1.706  0.1469
H -4.774 1.838 0.945  0.2831
H -4.590 -4.926 0.642  0.3211
H 1.283 -2.762 -0.911  0.5769
H -0.316 -3.843 -1.657  -0.7796
H -1.968 1.289 -6.896  0.1770
H -5.054 -2.637 1.339  0.3553
H 3.827 1.302 -2.994  0.2731
H -2.262 -3.398 0.239  -0.0367
H 2.596 -2.073 5.041  0.3462
H -0.711 -0.669 1.283  -0.0654
H 2.190 2.948 -3.575  0.2114
H -1.380 -5.049 -2.446  0.3755
H -1.427 0.838 1.679  0.7311
H 2.700 -0.827 3.048  0.1838
H -4.617 -2.204 -0.268  0.3369
H 3.138 2.944 -5.979  0.3092
H 4.735 1.261 2.004  0.3922
H -0.263 -3.776 -4.204  0.1121
H 0.658 2.589 1.810  0.1102
H -1.902 1.245 -4.442  0.1733
H 5.331 2.399 -4.510  0.3072
H 0.401 -0.960 2.476  -0.4298
H 2.853 -4.542 1.054  0.2245
H -4.076 3.671 4.470  0.3602
H -3.201 -4.100 2.504  0.2702
H -1.071 0.054 -7.665  0.2802
H 0.266 0.812 1.131  -0.0115
H -2.242 3.560 -1.523  0.1657
H 2.952 6.083 1.887  0.3798
H -4.551 1.498 3.145  0.3882
H 0.294 -1.140 -3.811  -0.1590
H 1.687 -3.079 -3.048  0.2614
H 1.879 -1.233 -0.318  0.0480
H 3.919 3.712 1.173  0.3380
H -1.486 -0.254 -3.747  0.1139
H 2.000 0.510 3.907  0.4532
H 3.668 0.113 1.170  0.1748
H 1.508 -0.401 -2.967  0.2478
H -0.787 -1.689 -1.876  0.4651
H 2.702 5.364 3.421  0.3654
H -3.140 2.445 2.670  -0.0026
H 3.823 1.377 -5.644  0.3056

## Properties
**LUMO level**: -0.15 eV
**SMILES**: COC[C@H](C)N.COC[C@H](C)N.NC(N)=O.NC(N)=O.OCCO.OCCO.OCCO.OCCO.OCCO.OCCO
**Kohn-Sham gap**: 8.608 eV
**Energy above the lowest of the compared OMol25 structures with the same formula, charge and spin**: 0.00 kJ/mol
**Max |F|**: 2.92 eV/Å



Record 2
This record from the Open Molecules 2025 dataset describes a structure of composition C22H66O11 at a distorted geometry. The level of theory is wB97M-V/def2-TZVPD.

Last column: Mulliken charge in e.
Positions of all 99 atoms, in Å:
O -12.700 15.644 -2.882  -0.3238
O -13.741 14.596 -7.918  -0.3825
O -11.932 12.387 -7.851  -0.4687
O -14.880 9.202 -3.622  -0.6498
O -11.970 14.706 -4.279  -0.6586
O -16.496 13.587 -5.042  -0.8390
O -14.378 8.963 -7.432  -0.5768
O -15.365 15.470 -7.746  -0.5647
O -15.946 12.714 -3.541  -0.7734
O -12.781 10.446 -7.470  -0.4850
O -12.470 14.273 -6.176  -1.1905
C -14.874 11.119 -8.248  -0.7432
C -11.365 13.557 -8.285  1.5739
C -11.098 15.731 -4.537  -0.4191
C -13.468 16.732 -7.001  -1.1077
C -12.905 15.756 -7.959  -0.6174
C -15.246 13.876 -3.233  -0.1684
C -16.200 9.097 -5.576  -1.6189
C -17.480 14.746 -8.241  -1.6941
C -12.406 9.094 -5.524  -1.5445
C -13.472 13.497 -5.545  -1.0166
C -17.437 11.385 -5.546  -1.4196
C -15.185 14.176 -1.710  -1.9500
C -14.870 9.534 -4.988  1.5413
C -10.340 15.407 -5.870  -1.9150
C -10.146 12.997 -9.118  -1.9190
C -13.837 16.080 -3.597  0.0566
C -15.050 9.604 -8.484  -1.5944
C -15.980 14.690 -8.690  0.2204
C -12.665 10.529 -6.061  0.7387
C -16.940 12.779 -6.104  -0.0520
C -14.213 12.595 -6.540  -2.0479
C -13.478 17.456 -4.163  -1.4564
H -14.712 16.015 -2.949  0.8512
H -13.501 12.127 -7.220  -0.4296
H -15.766 14.675 -3.761  0.8523
H -10.407 15.689 -3.695  0.4978
H -14.515 16.890 -7.261  0.4655
H -17.795 10.690 -6.305  0.5463
H -9.413 12.479 -8.499  0.3557
H -13.395 16.417 -5.960  -0.6838
H -12.062 14.767 -5.461  1.0719
H -14.952 15.196 -1.403  0.3820
H -12.972 16.084 -8.996  0.1820
H -18.319 11.601 -4.943  0.4179
H -12.766 15.863 -1.950  0.5308
H -18.108 14.259 -8.986  0.4037
H -14.774 13.333 -7.112  0.3797
H -14.931 11.893 -6.116  -0.0771
H -9.589 13.795 -9.609  0.4496
H -16.100 13.900 -1.186  0.4414
H -13.444 14.012 -7.216  -0.2401
H -14.716 10.597 -5.169  -0.0493
H -13.585 10.978 -5.688  -0.5482
H -15.359 11.617 -9.088  0.4827
H -16.082 9.253 -8.489  0.4160
H -17.606 14.374 -7.224  0.5274
H -9.814 14.457 -5.775  0.3110
H -14.258 13.846 -3.693  1.0117
H -10.924 15.339 -6.788  1.1201
H -11.370 8.761 -5.581  0.4578
H -16.343 9.505 -6.577  -0.1343
H -14.058 9.006 -5.487  -0.7353
H -12.938 12.915 -4.794  0.7943
H -12.851 17.625 -7.103  0.7458
H -17.740 15.798 -8.357  0.4136
H -14.133 14.270 -5.152  0.2780
H -11.987 14.223 -8.883  -0.0556
H -16.266 8.011 -5.513  0.2969
H -17.694 13.328 -6.668  0.0565
H -11.845 11.184 -5.766  0.5044
H -16.183 14.417 -5.409  0.4003
H -14.407 15.400 -7.734  1.0494
H -14.763 8.086 -7.360  0.4627
H -14.453 13.526 -1.229  0.3456
H -14.347 17.993 -4.542  0.3677
H -12.271 12.538 -6.965  0.6009
H -11.026 14.136 -7.425  -0.4992
H -11.604 16.692 -4.636  -0.0716
H -13.066 18.046 -3.345  0.3342
H -13.910 15.380 -4.429  -0.8773
H -13.562 9.928 -7.676  0.7995
H -15.410 11.404 -7.343  0.7374
H -14.577 9.330 -9.427  0.4632
H -15.742 9.434 -3.266  0.4375
H -17.019 9.533 -5.005  0.8895
H -15.672 13.647 -8.618  -0.1604
H -13.851 11.493 -8.278  1.0679
H -9.538 16.108 -6.101  0.4446
H -12.647 15.005 -3.667  0.5193
H -13.144 8.385 -5.899  0.5465
H -10.329 12.206 -9.844  0.3657
H -16.419 12.836 -4.367  0.8750
H -15.830 15.011 -9.721  0.4912
H -16.051 12.610 -6.711  0.8144
H -11.860 15.581 -7.706  0.2999
H -12.840 17.451 -5.047  0.5680
H -12.555 9.185 -4.448  0.4572
H -16.630 10.941 -4.963  0.0464

## Properties
**LUMO level**: 0.24 eV
**Kohn-Sham gap**: 8.399 eV
**Energy above the lowest of the compared OMol25 structures with the same formula, charge and spin**: 3663.31 kJ/mol
**Max |F|**: 16.98 eV/Å



Record 3
This record from the Open Molecules 2025 dataset describes a cluster of 11 separate species, C22H66O11 in total at a distorted geometry. The level of theory is wB97M-V/def2-TZVPD.

Last column: Mulliken charge in e.
Positions of all 99 atoms, in Å:
O 4.927 2.830 -1.084  -0.5086
O -6.001 2.111 -0.885  -0.6041
O 2.195 3.284 2.836  -0.5842
O 1.352 -0.241 -0.774  -0.3309
O -2.484 -2.357 -2.933  -0.6172
O -0.295 -1.023 -3.035  -0.2933
O 0.638 -4.059 0.432  -0.3743
O -3.621 3.373 -1.093  -0.4546
O 2.582 4.002 -0.063  -0.5118
O 3.391 -1.829 -0.301  -0.4313
O -2.705 -2.451 1.664  -0.3538
C 6.147 1.233 0.089  -0.8535
C 0.493 -0.272 0.292  0.3495
C -4.738 0.542 -2.179  -0.6695
C -3.150 3.416 1.278  -0.5727
C -2.607 -2.938 -1.636  0.2639
C 4.415 -3.250 1.633  -1.2961
C 3.169 1.522 4.077  -1.1668
C -4.077 -2.117 1.825  -0.2239
C 1.601 3.806 -1.040  0.2957
C -3.692 4.185 0.089  -0.3929
C 0.688 -5.425 0.897  -0.2477
C -0.679 0.560 -0.089  -0.1540
C 0.304 4.510 -0.676  -1.1636
C 5.264 1.463 -1.162  0.0662
C -5.830 0.732 -1.042  0.0534
C 0.284 1.093 -3.902  -0.6854
C -2.077 -4.332 -1.609  -1.1797
C 0.199 -0.433 -4.174  -0.4154
C 0.585 -5.499 2.425  -1.0962
C 3.399 2.659 3.098  0.3987
C 3.499 -2.101 1.124  0.3146
C -4.208 -0.721 2.322  -1.0811
H 3.685 -1.208 1.721  0.2303
H 2.050 4.252 -1.928  0.3541
H -4.116 3.907 -1.719  0.2479
H 6.982 1.919 0.232  0.3751
H -4.736 -0.494 -2.516  0.3696
H 4.397 0.803 -1.194  -0.0340
H 0.469 -1.224 -2.489  0.0476
H 0.923 -6.484 2.747  0.3810
H -2.950 4.018 2.164  0.3987
H 2.236 3.617 1.936  0.3691
H -4.615 -2.809 2.473  0.2512
H 5.376 -2.796 1.874  0.3744
H -1.405 -0.075 -0.596  -0.3357
H 0.521 5.566 -0.514  0.4289
H 0.596 1.740 -4.722  0.4597
H -5.110 2.411 -0.693  0.3268
H -3.623 0.039 1.804  0.0777
H 3.527 -2.671 -0.742  0.2176
H 1.041 1.205 -3.125  -0.0388
H 4.144 3.423 3.322  0.3704
H -1.263 0.935 0.751  0.1493
H -3.750 0.839 -1.828  -0.0412
H -0.466 -5.380 2.685  0.2934
H -2.246 -2.170 2.459  0.2699
H 4.086 0.945 4.202  0.3575
H -0.550 4.491 -1.354  0.3199
H -1.598 -1.998 -3.025  0.6057
H -2.226 2.876 1.074  -0.1333
H 5.873 1.342 -2.058  0.3549
H 3.436 3.783 -0.443  0.3314
H 1.375 2.759 -1.239  -0.1381
H -4.669 4.557 0.397  0.3556
H 6.491 0.202 -0.002  0.3099
H 0.067 4.109 0.309  0.1628
H -2.398 -5.037 -2.376  0.4131
H -1.944 -2.473 -0.906  -0.1153
H -5.593 0.276 -0.080  -0.1445
H 4.571 -4.076 0.940  0.3747
H -4.630 -2.299 0.904  0.2181
H 0.226 -1.298 0.547  -0.3296
H -1.045 -4.350 -1.960  0.2171
H -3.636 -2.790 -1.309  0.1686
H -3.097 5.079 -0.097  0.4091
H 4.032 -3.654 2.570  0.3317
H 3.698 2.149 2.183  -0.3139
H 2.791 1.838 5.049  0.3233
H -3.855 2.613 1.497  0.2735
H -6.720 0.193 -1.369  0.3716
H -2.328 -4.909 -0.719  0.3106
H 2.065 -0.820 -0.495  0.2753
H -0.624 1.628 -3.625  0.2081
H 2.529 0.739 3.669  0.2184
H -0.444 -0.660 -5.024  0.3308
H 1.067 -4.619 2.850  0.2457
H 2.498 -2.436 1.398  -0.0908
H 1.599 -5.947 0.603  0.3695
H -0.512 1.453 -0.691  0.0153
H 1.213 -0.774 -4.382  0.3187
H -4.919 1.232 -3.004  0.3069
H -0.167 -5.909 0.424  0.2582
H 5.577 3.406 -1.493  0.2230
H 1.001 0.111 1.178  0.2265
H -5.232 -0.350 2.271  0.4182
H -0.202 -3.659 0.667  0.0841
H -4.020 -0.689 3.395  0.4839
H 5.577 1.327 1.013  0.0515

## Properties
**LUMO level**: 0.44 eV
**SMILES**: CCO.CCO.CCO.CCO.CCO.CCO.CCO.CCO.CCO.CCO.CCO
**Kohn-Sham gap**: 9.624 eV
**Energy above the lowest of the compared OMol25 structures with the same formula, charge and spin**: 416.74 kJ/mol
**Max |F|**: 2.63 eV/Å